No. 1
Entry from OMol25: the molecule C4H7NO2 (ωB97M-V with the def2-TZVPD basis set).

Computed properties:
Calculated total energy (Ha): -361.73854
Structure (SMILES): O[C@@H]1CN=COC1
LUMO (eV): 0.8213
Kohn-Sham gap (eV): 9.3
Net charge: 0
Max |F| (Eh/bohr): 0.06271

Positions of all 14 atoms, in Å:
O -0.962 -0.522 1.595
C -1.067 0.055 0.340
C -0.255 -0.941 -1.037
N 1.053 -1.163 -0.559
C 1.582 -0.217 0.096
O 1.117 1.017 0.409
C -0.296 1.326 0.213
H -0.029 -0.461 1.867
H -1.728 -0.350 -0.369
H -0.312 -0.317 -1.953
H -0.738 -1.912 -1.306
H 2.566 -0.368 0.523
H -0.439 1.742 -0.781
H -0.491 2.110 0.962


No. 2
Entry from OMol25: the molecule C4H4O2 (ωB97M-V with the def2-TZVPD basis set).

Computed properties:
Calculated total energy (Ha): -305.18929
Structure (SMILES): C#CCOC=O
LUMO (eV): 0.8659
Kohn-Sham gap (eV): 11.4
Net charge: 0
Max |F| (Eh/bohr): 0.01564

Positions of all 10 atoms, in Å:
C -0.587 0.580 -2.441
C -0.271 0.018 -1.425
C 0.306 -0.472 -0.181
O -0.617 -1.059 0.744
C -0.207 -0.417 1.896
O 0.729 -0.740 2.564
H -0.864 1.087 -3.338
H 0.712 0.411 0.339
H 1.144 -1.157 -0.324
H -0.816 0.487 2.040


No. 3
Entry from OMol25: a cluster of 9 separate species, C27H78N6O9 in total (ωB97M-V with the def2-TZVPD basis set).

Computed properties:
⟨S²⟩: 0.757
Calculated total energy (Ha): -2080.63506
LUMO (alpha / beta) (eV): -2.5223 / -8.7369
Kohn-Sham gap (alpha / beta) (eV): 8.1 / 1.9
Spin multiplicity: 2
Net charge: +1
Max |F| (Eh/bohr): 0.08174

Positions of all 120 atoms, in Å:
C 17.586 18.009 -9.026
C 18.120 19.133 -9.883
C 19.128 19.986 -9.074
O 18.307 20.727 -8.123
C 19.035 21.368 -7.033
N 18.821 18.738 -11.130
H 16.596 17.711 -9.375
H 17.520 18.285 -7.974
H 18.246 17.142 -9.058
H 17.236 19.733 -10.100
H 19.574 20.750 -9.711
H 19.788 19.385 -8.448
H 19.432 20.689 -6.279
H 18.473 22.180 -6.571
H 19.898 21.804 -7.536
H 18.293 18.094 -11.702
H 19.623 18.176 -10.881
C 13.295 9.339 -11.619
C 12.684 9.784 -10.296
C 12.929 11.243 -9.997
O 12.662 11.553 -8.633
C 13.179 12.829 -8.210
N 11.250 9.447 -10.362
H 12.778 9.821 -12.449
H 13.152 8.264 -11.721
H 14.377 9.415 -11.724
H 13.092 9.242 -9.442
H 12.339 11.886 -10.651
H 13.993 11.402 -10.172
H 12.828 13.075 -7.208
H 12.813 13.712 -8.735
H 14.268 12.787 -8.202
H 10.811 9.920 -9.585
H 11.077 8.478 -10.134
C 17.187 10.704 -11.367
C 17.278 10.336 -9.873
C 17.342 8.783 -9.603
O 17.348 8.471 -8.171
C 17.467 7.023 -7.939
N 18.418 10.993 -9.286
H 16.328 10.482 -12.001
H 18.045 10.291 -11.899
H 17.196 11.787 -11.252
H 16.345 10.713 -9.452
H 18.263 8.303 -9.933
H 16.477 8.318 -10.077
H 18.337 6.627 -8.463
H 16.627 6.459 -8.345
H 17.557 6.717 -6.897
H 18.318 10.738 -8.314
H 19.218 10.438 -9.557
C 20.440 16.043 -13.338
C 19.327 15.163 -12.771
C 19.664 13.644 -12.802
O 20.142 13.277 -14.115
C 20.199 11.936 -14.547
N 19.073 15.569 -11.427
H 21.228 16.352 -12.652
H 19.900 16.948 -13.614
H 20.869 15.685 -14.274
H 18.441 15.352 -13.377
H 18.741 13.203 -12.426
H 20.464 13.411 -12.100
H 19.274 11.361 -14.494
H 20.937 11.337 -14.014
H 20.502 11.917 -15.593
H 19.892 16.023 -11.049
H 19.077 14.774 -10.804
C 15.043 15.089 -5.148
C 15.667 15.788 -6.317
C 14.692 16.753 -6.991
O 13.791 15.985 -7.774
C 12.991 16.807 -8.651
N 16.834 16.521 -5.785
H 14.883 15.681 -4.247
H 15.652 14.236 -4.847
H 14.063 14.734 -5.468
H 15.994 15.060 -7.060
H 15.226 17.492 -7.588
H 14.166 17.078 -6.093
H 12.348 16.232 -9.317
H 13.704 17.351 -9.270
H 12.448 17.550 -8.068
H 17.392 16.916 -6.528
H 16.592 17.395 -5.339
C 15.049 18.813 -12.790
C 15.277 18.011 -14.107
C 16.812 17.972 -14.489
O 17.345 19.250 -14.662
C 16.561 20.128 -15.491
N 14.609 16.723 -13.990
H 15.758 19.640 -12.838
H 15.245 18.239 -11.885
H 14.012 19.131 -12.685
H 14.738 18.477 -14.932
H 16.943 17.444 -15.434
H 17.353 17.403 -13.732
H 16.155 19.591 -16.348
H 17.218 20.940 -15.803
H 15.735 20.569 -14.933
H 15.034 16.205 -13.235
H 14.959 16.167 -14.757
C 15.675 14.945 -10.704
O 16.249 15.465 -11.903
H 14.642 15.294 -10.713
H 15.681 13.862 -10.584
H 16.214 15.404 -9.875
H 17.178 15.605 -11.702
C 13.664 13.036 -13.417
O 12.334 13.141 -12.952
H 14.058 12.031 -13.265
H 13.665 13.068 -14.507
H 14.383 13.797 -13.116
H 12.115 14.055 -13.148
C 11.495 16.394 -12.229
O 11.713 15.994 -13.579
H 11.608 17.473 -12.127
H 10.553 16.026 -11.823
H 12.286 16.020 -11.579
H 12.572 16.361 -13.799


No. 4
Entry from OMol25: a structure of composition C40H80AsBF10N10 (ωB97M-V with the def2-TZVPD basis set).

Computed properties:
Calculated total energy (Ha): -5377.68376
LUMO (eV): -9.3880
Kohn-Sham gap (eV): 1.5
Net charge: +4
Max |F| (Eh/bohr): 0.10985

Positions of all 142 atoms, in Å:
As 16.002 13.965 14.730
F 16.680 12.512 14.047
F 14.397 13.380 14.350
F 15.383 15.453 15.202
F 17.654 14.596 15.011
F 16.079 14.688 12.993
F 15.991 13.223 16.291
C 22.992 18.281 10.791
C 23.389 17.078 11.617
N 22.236 16.286 12.024
C 20.979 16.237 11.393
C 20.114 15.587 12.237
N 20.913 15.120 13.287
C 22.150 15.598 13.125
C 20.585 14.351 14.479
H 23.870 18.972 10.756
H 22.314 18.881 11.374
H 22.618 18.124 9.734
H 23.914 17.325 12.579
H 24.078 16.389 11.174
H 20.748 16.625 10.401
H 19.068 15.329 12.249
H 23.012 15.581 13.803
H 20.306 14.954 15.322
H 21.360 13.622 14.667
H 19.766 13.754 14.169
C 20.317 11.820 10.669
C 19.215 11.077 11.467
N 17.983 11.134 10.755
C 17.709 10.462 9.547
C 16.529 10.956 9.101
N 16.164 12.022 9.956
C 17.059 12.069 10.977
C 15.028 13.000 9.854
H 20.732 11.247 9.824
H 21.121 12.049 11.342
H 19.892 12.761 10.331
H 19.099 11.367 12.525
H 19.507 10.031 11.549
H 18.298 9.617 9.130
H 16.034 10.738 8.153
H 17.107 12.770 11.801
H 14.134 12.588 9.509
H 15.417 13.708 9.175
H 14.903 13.420 10.870
C 18.714 11.739 20.989
C 18.602 10.317 21.495
N 19.610 9.372 20.964
C 19.903 9.329 19.627
C 20.869 8.329 19.541
N 21.086 7.831 20.789
C 20.307 8.469 21.618
C 22.085 6.823 21.177
H 18.373 11.851 19.965
H 19.723 12.065 20.826
H 18.218 12.472 21.571
H 17.624 9.915 21.213
H 18.798 10.363 22.534
H 19.505 9.973 18.881
H 21.365 8.021 18.655
H 20.179 8.216 22.658
H 22.741 7.217 21.972
H 22.647 6.589 20.302
H 21.523 5.945 21.516
C 14.160 6.129 17.598
C 15.519 6.855 17.700
N 16.191 7.076 16.425
C 16.914 6.039 15.844
C 17.700 6.624 14.901
N 17.531 8.015 14.994
C 16.600 8.209 15.908
C 18.260 9.046 14.240
H 13.771 5.904 18.555
H 14.267 5.104 17.170
H 13.518 6.735 17.007
H 16.214 6.316 18.364
H 15.310 7.851 18.156
H 17.016 5.016 16.249
H 18.454 6.155 14.287
H 16.349 9.170 16.131
H 19.304 8.882 14.266
H 18.029 9.981 14.771
H 17.797 8.978 13.242
C 17.752 18.132 16.162
C 16.286 18.244 16.487
C 16.144 17.793 17.933
N 14.721 17.706 18.505
C 13.815 18.489 17.647
C 14.699 18.043 19.977
C 15.184 16.768 20.705
C 14.931 15.644 19.659
C 14.235 16.260 18.550
H 18.049 18.422 15.148
H 17.991 17.076 16.290
H 18.318 18.748 16.933
H 15.615 17.580 15.903
H 15.886 19.244 16.405
H 16.592 18.571 18.545
H 16.606 16.809 18.139
H 12.839 18.357 18.046
H 13.931 18.135 16.578
H 14.080 19.552 17.692
H 13.706 18.363 20.311
H 15.254 18.964 20.165
H 14.661 16.767 21.678
H 16.234 16.903 20.938
H 14.417 14.786 20.080
H 15.890 15.190 19.305
H 13.152 16.364 18.802
H 14.424 15.867 17.569
C 8.658 19.599 15.114
C 8.340 20.511 16.004
C 4.346 19.222 8.861
N 4.515 20.157 7.988
C 4.690 21.597 8.427
C 4.215 17.233 4.057
C 3.669 18.219 4.858
C 4.453 18.487 6.135
C 4.238 20.022 6.513
H 7.309 23.997 11.008
H 8.357 18.480 15.115
H 9.649 19.738 14.703
H 9.102 21.303 16.178
H 7.524 20.368 16.614
H 4.324 19.556 9.894
H 3.946 18.179 8.772
H 5.570 22.139 7.924
H 4.951 21.480 9.470
H 3.744 22.135 8.412
H 3.544 16.580 3.537
H 5.237 17.335 3.434
H 2.617 17.822 5.163
H 3.441 19.148 4.217
H 5.650 18.217 6.089
H 4.049 17.817 6.950
H 3.216 20.235 6.104
H 4.959 20.730 6.038
B 20.358 10.534 16.396
F 18.897 10.323 16.664
F 20.878 11.758 17.036
F 21.025 9.471 17.012
F 20.687 10.516 14.973


No. 5
Entry from OMol25: a structure of composition C26H33EuN4O3SSe (ωB97M-V with the def2-TZVPD basis set).

Computed properties:
⟨S²⟩: 12.008
Calculated total energy (Ha): -4965.26920
LUMO (alpha / beta) (eV): 0.1593 / 0.1787
Kohn-Sham gap (alpha / beta) (eV): 7.8 / 7.8
Spin multiplicity: 7
Net charge: 0
Max |F| (Eh/bohr): 0.03566

Positions of all 69 atoms, in Å:
Eu -0.261 0.361 0.151
C 1.926 -3.038 -1.622
N 0.265 -1.262 -1.720
C 0.873 -0.548 -2.857
C 2.272 0.055 -2.635
C 2.601 0.685 -1.266
N 1.546 1.532 -0.746
C 1.834 2.772 -0.529
C 0.972 3.764 0.021
C 1.387 5.108 -0.098
C 0.608 6.152 0.318
C -0.639 5.880 0.892
C -1.054 4.592 1.085
C -0.267 3.471 0.695
O -0.649 2.286 1.001
C -0.842 -2.119 -2.184
C -1.456 -2.992 -1.083
C -2.344 -2.245 -0.075
N -1.528 -1.481 0.850
C -1.615 -1.744 2.105
C -0.803 -1.183 3.144
C -1.216 -1.386 4.472
C -0.493 -0.918 5.539
C 0.701 -0.229 5.308
C 1.162 -0.045 4.032
C 0.436 -0.493 2.893
O 0.940 -0.338 1.718
H 1.465 -3.314 -2.567
H 1.921 -3.902 -0.955
H 2.960 -2.731 -1.806
H 0.173 0.256 -3.112
H 0.956 -1.211 -3.732
H 2.386 0.821 -3.407
H 3.033 -0.707 -2.817
H 3.534 1.265 -1.394
H 2.791 -0.111 -0.528
H 2.831 3.137 -0.813
H 2.348 5.302 -0.556
H 0.949 7.170 0.203
H -1.269 6.701 1.201
H -2.004 4.377 1.553
H -0.510 -2.775 -3.003
H -1.605 -1.446 -2.592
H -0.661 -3.501 -0.531
H -2.072 -3.750 -1.571
H -2.962 -2.985 0.461
H -3.010 -1.558 -0.617
H -2.364 -2.476 2.448
H -2.145 -1.918 4.646
H -0.835 -1.083 6.549
H 1.269 0.162 6.140
H 2.092 0.476 3.844
O 1.212 -1.989 -0.959
S 1.092 -3.851 1.653
C 1.411 -5.413 2.564
C 2.910 -5.445 2.805
C 3.289 -4.023 3.202
C 2.683 -3.101 2.156
H 1.042 -6.247 1.973
H 0.857 -5.363 3.501
H 3.427 -5.723 1.885
H 3.168 -6.168 3.576
H 4.370 -3.897 3.256
H 2.866 -3.799 4.183
H 3.300 -3.035 1.261
H 2.482 -2.097 2.521
Se -3.194 1.058 -3.964
C -2.428 1.008 -2.426
N -1.862 0.878 -1.405


No. 6
Entry from OMol25: the molecule C3H5NO2 (ωB97M-V with the def2-TZVPD basis set).

Computed properties:
Calculated total energy (Ha): -322.41549
Structure (SMILES): C=CO[C@H]1NO1
LUMO (eV): 0.9866
Kohn-Sham gap (eV): 11.0
Net charge: 0
Max |F| (Eh/bohr): 0.00776

Positions of all 11 atoms, in Å:
C -1.473 -1.038 0.151
C -1.330 0.247 -0.132
O -0.315 0.991 0.458
C 0.886 0.630 -0.106
N 1.984 0.484 0.770
O 1.330 -0.658 0.082
H -0.844 -1.496 0.905
H -2.187 -1.649 -0.385
H -1.921 0.795 -0.863
H 1.030 1.037 -1.111
H 2.839 0.658 0.231


No. 7
Entry from OMol25: a cluster of 2 separate species, C4H9N3 in total (ωB97M-V with the def2-TZVPD basis set).

Computed properties:
Calculated total energy (Ha): -321.88597
Structure (SMILES): [H]/N=C1\CN1C.C=N
LUMO (eV): 0.4665
Kohn-Sham gap (eV): 8.6
Net charge: 0
Max |F| (Eh/bohr): 0.07800

Positions of all 16 atoms, in Å:
H -0.191 -2.726 0.728
N 0.005 -1.908 1.305
C -0.477 -0.839 0.865
C -1.194 0.391 1.187
N 0.020 0.382 0.323
C 1.161 1.198 0.700
H -1.060 0.785 2.190
H -2.129 0.695 0.735
H 2.009 0.904 0.083
H 1.406 1.122 1.762
H 0.963 2.242 0.454
C 0.079 -0.803 -1.925
N 0.207 0.409 -2.282
H 0.882 -1.513 -2.100
H -1.020 -1.282 -1.786
H -0.662 0.942 -2.240


No. 8
Entry from OMol25: a structure of composition C21H43AlFO7 (ωB97M-V with the def2-TZVPD basis set).

Computed properties:
Calculated total energy (Ha): -1695.08822
LUMO (eV): 2.4335
Kohn-Sham gap (eV): 7.3
Net charge: -1
Max |F| (Eh/bohr): 0.10798

Positions of all 73 atoms, in Å:
C -1.661 -0.457 -4.204
C -1.330 0.126 -2.833
C -2.427 1.035 -2.307
C -2.250 1.449 -0.823
O -0.951 1.244 -0.348
Al -0.653 1.112 1.397
C -0.646 2.943 2.239
C -1.087 4.088 1.304
C -0.238 5.369 1.350
C 0.909 5.445 0.352
O 2.098 4.935 0.954
C -2.135 0.073 2.322
C -2.359 -1.318 1.902
O -1.789 -2.061 1.047
F -3.388 -1.930 2.631
O 0.938 0.344 1.594
C 1.180 -0.587 2.605
C 1.276 -2.021 2.084
H -1.775 0.323 -4.961
H -2.591 -1.027 -4.183
H -0.878 -1.129 -4.549
H -1.172 -0.673 -2.115
H -0.404 0.693 -2.903
H -3.377 0.509 -2.420
H -2.486 1.919 -2.940
H -2.994 0.905 -0.231
H -2.518 2.507 -0.731
H 0.352 3.156 2.622
H -1.306 2.936 3.112
H -1.081 3.735 0.274
H -2.108 4.373 1.555
H 0.196 5.483 2.343
H -0.880 6.237 1.182
H 1.076 6.471 0.017
H 0.658 4.841 -0.521
H 2.847 5.249 0.462
H -1.961 0.060 3.399
H -3.084 0.602 2.211
H 2.130 -0.337 3.088
H 0.428 -0.544 3.400
H 2.317 -2.308 1.925
H 0.760 -2.074 1.127
H 0.842 -2.749 2.769
C -0.527 -7.725 2.343
C -0.543 -6.350 2.978
O -0.113 -6.176 4.091
C -1.121 -5.240 2.141
H -0.092 -8.445 3.031
H -1.544 -8.029 2.088
H 0.054 -7.702 1.420
H -2.157 -5.468 1.887
H -0.562 -5.139 1.211
H -1.083 -4.296 2.675
C 6.195 5.295 -2.125
C 5.237 5.064 -0.982
O 4.273 5.770 -0.818
C 5.531 3.904 -0.065
H 5.871 6.150 -2.711
H 7.200 5.472 -1.739
H 6.234 4.409 -2.761
H 6.511 4.034 0.396
H 5.549 2.975 -0.636
H 4.767 3.836 0.705
C -3.047 -4.313 -2.484
C -1.927 -4.006 -3.446
O -2.146 -3.726 -4.596
C -0.528 -4.018 -2.878
H -3.999 -4.256 -3.003
H -2.915 -5.311 -2.064
H -3.035 -3.595 -1.661
H -0.296 -5.004 -2.471
H -0.453 -3.292 -2.066
H 0.186 -3.765 -3.657


No. 9
Entry from OMol25: the molecule CH4NP3 (ωB97M-V with the def2-TZVPD basis set).

Computed properties:
Calculated total energy (Ha): -1119.19980
Structure (SMILES): N#C[PH2]=P#[PH2]
LUMO (eV): -0.7058
Kohn-Sham gap (eV): 7.5
Net charge: 0
Max |F| (Eh/bohr): 0.06683

Positions of all 9 atoms, in Å:
N -2.731 0.867 1.570
C -1.723 0.353 1.516
P -0.096 -0.433 1.053
P 1.843 0.103 0.264
P 0.938 -0.085 -1.708
H -0.532 -0.978 -0.278
H 0.046 -1.235 2.170
H 0.268 1.108 -2.001
H 1.987 0.301 -2.586


No. 10
Entry from OMol25: the ion C9H17N3O2P with charge +1 (ωB97M-V with the def2-TZVPD basis set).

Computed properties:
Calculated total energy (Ha): -1008.86187
Structure (SMILES): C=CCCN[N+]1=C2OP([O-])[C@]2([NH3+])CCC1
LUMO (eV): -3.3567
Kohn-Sham gap (eV): 8.4
Net charge: +1
Max |F| (Eh/bohr): 0.11557

Positions of all 32 atoms, in Å:
C -3.547 0.592 -1.191
C -3.952 0.168 0.003
C -3.305 -0.748 0.938
C -1.927 -1.067 0.470
N -1.180 0.144 0.385
N 0.064 0.349 -0.108
C 0.972 -0.551 -0.237
O 0.741 -1.808 -0.180
P 2.448 -2.318 0.816
O 2.011 -2.227 2.204
C 2.432 -0.375 -0.140
N 3.001 -1.025 -1.527
C 2.989 0.970 0.150
C 1.844 1.691 0.775
C 0.606 1.722 -0.036
H -4.236 1.174 -1.756
H -2.657 0.234 -1.597
H -4.993 0.385 0.271
H -3.912 -1.712 0.932
H -3.234 -0.352 2.019
H -1.721 -1.683 -0.478
H -1.448 -1.626 1.226
H -1.846 0.994 0.048
H 3.040 -2.056 -1.265
H 3.881 -0.523 -1.567
H 2.276 -0.771 -2.231
H 3.355 1.303 -0.794
H 3.853 0.957 0.788
H 1.726 1.171 1.701
H 2.174 2.637 1.058
H -0.290 2.341 0.338
H 0.836 2.010 -1.014